Entry 1:
This record from the Open Molecules 2025 dataset describes a structure of composition C39H34ClN8O3ScSe2. The level of theory is the ωB97M-V functional and the def2-TZVPD basis.

Last column: Löwdin charge in e.
Atoms and positions in Å:
Se (26.550, -13.039, 9.457)  0.7623
Se (25.868, -10.944, 8.678)  0.7355
Sc (23.353, -12.983, 6.385)  1.0904
Cl (26.280, -10.020, -1.017)  0.7340
O (11.093, -9.240, 3.625)  -0.0515
O (23.146, -12.926, 4.190)  -0.0832
O (24.607, -11.671, 5.232)  -0.1298
N (16.727, -11.808, 5.155)  0.2057
N (23.574, -15.219, 5.524)  -0.0201
N (17.396, -9.730, 4.847)  0.1959
N (23.104, -11.721, 8.542)  -0.0309
N (23.629, -14.441, 8.109)  -0.0637
N (21.134, -13.448, 6.341)  0.0329
N (22.026, -10.964, 6.007)  0.0651
N (26.176, -13.649, 6.716)  0.0104
C (28.023, -13.997, 5.238)  -0.0388
C (23.941, -11.794, 1.725)  -0.0032
C (22.247, -10.075, 10.672)  -0.0162
C (13.274, -8.527, 4.336)  0.0041
C (28.467, -13.631, 7.522)  -0.0805
C (18.515, -10.444, 5.228)  -0.1175
C (23.937, -10.906, 9.188)  -0.5751
C (18.025, -11.704, 5.420)  -0.1932
C (23.558, -10.030, 10.215)  -0.0655
C (19.852, -10.114, 5.527)  -0.0614
C (26.145, -10.105, 1.711)  -0.0858
C (20.378, -8.824, 5.389)  0.0555
C (25.676, -10.569, 2.916)  0.0070
C (15.022, -10.220, 4.382)  -0.1706
C (14.129, -11.153, 3.884)  -0.0178
C (24.534, -11.418, 2.890)  -0.1598
C (24.053, -12.002, 4.130)  -0.5569
C (24.507, -11.418, 0.489)  -0.0556
C (20.723, -11.168, 5.828)  -0.1453
C (14.590, -8.910, 4.575)  -0.0210
C (24.240, -15.797, 7.827)  -0.1943
C (20.225, -12.508, 6.037)  -0.1472
C (26.695, -13.883, 5.480)  -0.1174
C (21.755, -8.628, 5.561)  0.0078
C (20.621, -14.681, 6.564)  -0.1138
C (19.304, -15.025, 6.477)  -0.0152
C (27.076, -13.538, 7.698)  -0.7002
C (22.513, -9.734, 5.862)  -0.0969
C (28.915, -13.893, 6.258)  -0.0348
C (16.365, -10.595, 4.799)  -0.2555
C (23.702, -16.341, 6.519)  -0.1866
C (12.823, -10.820, 3.651)  0.0224
C (21.373, -10.902, 9.993)  -0.0186
C (12.386, -9.513, 3.888)  -0.2661
C (25.624, -10.554, 0.473)  -0.6505
C (21.840, -11.692, 8.951)  -0.1377
C (18.887, -12.817, 5.775)  -0.0434
C (18.398, -14.094, 6.010)  0.0612
C (10.631, -7.874, 3.830)  -0.0342
H (9.631, -7.774, 3.467)  0.0906
H (24.383, -17.138, 6.157)  0.1380
H (29.123, -13.357, 8.360)  0.1167
H (23.081, -12.414, 1.645)  0.1187
H (19.740, -7.996, 5.180)  0.1170
H (14.475, -12.143, 3.634)  0.1188
H (11.206, -7.133, 3.294)  0.0851
H (17.308, -8.760, 4.534)  0.1736
H (24.002, -11.698, -0.415)  0.1067
H (24.425, -15.128, 4.922)  0.0932
H (24.066, -16.477, 8.662)  0.1297
H (21.309, -15.409, 6.940)  0.0792
H (22.758, -14.560, 8.607)  0.0896
H (25.975, -13.917, 4.643)  0.1117
H (22.205, -7.685, 5.378)  0.1132
H (21.101, -12.326, 8.482)  0.1027
H (28.310, -14.176, 4.207)  0.1305
H (12.148, -11.504, 3.179)  0.1248
H (20.331, -10.995, 10.303)  0.1266
H (22.692, -16.730, 6.678)  0.1047
H (27.030, -9.438, 1.654)  0.1231
H (25.317, -15.592, 7.785)  0.0950
H (29.953, -14.056, 6.124)  0.1209
H (22.795, -15.338, 4.876)  0.0976
H (13.018, -7.490, 4.398)  0.1012
H (24.356, -9.507, 10.692)  0.0980
H (26.055, -10.201, 3.881)  0.1312
H (10.739, -7.603, 4.868)  0.0933
H (21.984, -9.390, 11.476)  0.1315
H (24.362, -13.941, 8.663)  -0.0065
H (23.573, -9.591, 5.902)  0.1156
H (19.081, -16.060, 6.773)  0.1355
H (15.302, -8.152, 4.901)  0.1092
H (17.308, -14.263, 5.916)  0.1486

Its total charge is +2. The value obtained for the HOMO-LUMO gap is 6.07 eV. The highest occupied orbital energy comes out at -11.69 eV. Its energy is -8193.91767 a.u.

Entry 2:
This record from the Open Molecules 2025 dataset describes a structure of composition C33H43KN8O. The level of theory is the ωB97M-V functional and the def2-TZVPD basis.

Last column: Löwdin charge in e.
Atoms and positions in Å:
K (-0.194, 0.189, 0.155)  0.6538
O (-1.118, -1.572, 1.764)  -0.0645
N (-0.612, 1.183, 2.960)  -0.0023
N (2.159, 0.998, -1.377)  0.0342
N (0.014, 3.211, -0.789)  0.0033
N (-2.656, 0.046, -1.061)  -0.3276
N (6.465, 1.422, -4.052)  0.1777
N (0.445, -3.169, 2.119)  0.0840
N (5.051, 0.716, -5.627)  0.1694
N (2.091, -0.688, 2.129)  0.1142
C (8.473, 1.583, -5.559)  -0.0181
C (8.889, 1.388, -6.860)  -0.0977
C (-1.542, -3.149, 3.511)  0.0093
C (0.278, 3.462, 0.624)  -0.3115
C (-2.571, -1.339, -1.549)  -0.1970
C (-1.564, -1.744, -3.794)  -0.0892
C (-0.847, 3.629, 2.907)  -0.1969
C (0.740, -2.296, -4.081)  -0.1449
C (4.409, -0.153, 2.447)  -0.0745
C (6.267, 0.869, -6.258)  -0.1924
C (-0.097, -1.785, -1.800)  -0.1466
C (-0.510, -2.071, -4.641)  -0.1248
C (0.915, -2.150, -2.705)  -0.2015
C (3.793, -2.188, 1.378)  -0.0155
C (6.679, 0.667, -7.572)  -0.0243
C (2.825, 0.856, -3.668)  0.0062
C (3.054, 0.116, 2.572)  -0.1437
C (3.439, 1.186, -1.053)  -0.1214
C (8.004, 0.935, -7.852)  -0.0983
C (-2.903, 0.976, -2.147)  -0.1010
C (2.457, -1.842, 1.551)  -0.2494
C (-0.069, 2.437, 3.467)  -0.2863
C (-1.359, -1.624, -2.420)  -0.2972
C (5.237, 1.067, -4.314)  -0.2772
C (1.866, 0.843, -2.666)  -0.1368
C (7.138, 1.316, -5.256)  -0.2279
C (1.360, -2.755, 1.068)  -0.1266
C (-0.733, -2.555, 2.381)  -0.5194
C (-1.030, 3.562, 1.392)  -0.2169
C (4.468, 1.214, -1.975)  0.0006
C (4.157, 1.041, -3.321)  -0.1333
C (4.784, -1.331, 1.825)  -0.0621
C (-3.676, 0.164, -0.038)  -0.1120
H (5.139, 0.549, 2.827)  0.1045
H (-3.498, -1.578, -2.104)  0.1168
H (-2.116, 0.887, -2.896)  0.0781
H (1.802, -3.649, 0.627)  0.1264
H (0.887, 4.358, 0.818)  0.1188
H (-2.901, 1.997, -1.764)  0.0757
H (2.729, 1.037, 3.046)  0.0979
H (0.823, 0.681, -2.911)  0.1112
H (-3.739, 1.200, 0.302)  0.0789
H (5.494, 1.363, -1.670)  0.1102
H (4.042, -3.123, 0.894)  0.1131
H (-3.870, 0.782, -2.643)  0.0899
H (2.495, 0.716, -4.689)  0.1104
H (-1.488, -4.238, 3.535)  0.0794
H (9.918, 1.585, -7.129)  0.0978
H (5.829, -1.584, 1.696)  0.1097
H (0.700, -3.948, 2.700)  0.1386
H (-2.528, -1.983, -0.668)  0.1093
H (0.015, 0.396, 3.079)  0.0333
H (-1.573, 4.448, 1.047)  0.1141
H (1.927, -2.327, -2.328)  0.0732
H (-1.160, -2.770, 4.460)  0.0872
H (3.654, 1.309, 0.004)  0.0963
H (0.865, 2.618, 0.998)  0.0742
H (0.877, 3.084, -1.303)  0.0462
H (-2.559, -1.599, -4.209)  0.0978
H (-1.829, 3.677, 3.388)  0.1081
H (5.997, 0.320, -8.337)  0.1075
H (-2.575, -2.836, 3.400)  0.0839
H (-0.671, -2.173, -5.708)  0.0855
H (4.203, 0.368, -6.036)  0.1518
H (8.371, 0.795, -8.860)  0.0990
H (-1.502, 0.950, 3.381)  0.0837
H (1.577, -2.586, -4.712)  0.0842
H (0.972, 2.511, 3.144)  0.0868
H (-3.420, -0.468, 0.814)  0.0732
H (-4.674, -0.133, -0.404)  0.0887
H (-1.648, 2.701, 1.132)  0.0877
H (0.792, -2.281, 0.243)  0.0554
H (-0.333, 4.554, 3.187)  0.1099
H (9.149, 1.930, -4.790)  0.1098
H (-0.494, 3.981, -1.205)  0.0754
H (-0.050, 2.495, 4.563)  0.1066

Its total charge is 0. The relative energy (zero: lowest compared OMol25 entry of this formula, charge and spin) comes out at 0.0000 eV. The value obtained for the HOMO-LUMO gap is 6.10 eV. The highest occupied orbital energy comes out at -5.95 eV. Its energy is -2396.54272 a.u.

Entry 3:
This record from the Open Molecules 2025 dataset describes the molecule C18H21NO3S2. The level of theory is the ωB97M-V functional and the def2-TZVPD basis.

Last column: natural (NBO) charge in e.
Atoms and positions in Å:
S (2.551, 2.159, -0.148)  0.2059
S (-3.273, -0.416, 0.696)  2.3221
O (-0.375, 3.584, -0.049)  -0.7338
O (-3.402, -0.837, 2.059)  -0.9404
O (-4.422, -0.440, -0.161)  -0.9417
N (-2.728, 1.150, 0.729)  -0.6747
C (-1.990, -1.608, -1.432)  -0.2204
C (0.025, -2.894, -1.227)  -0.1952
C (3.509, -2.153, 0.940)  -0.2215
C (-1.445, 1.845, -1.262)  -0.4302
C (-0.252, 2.215, -0.366)  0.2403
C (2.898, 0.461, 0.266)  -0.1794
C (1.041, 1.975, -1.166)  -0.5325
C (3.388, -1.192, 1.930)  -0.2199
C (-1.990, -1.425, -0.063)  -0.2551
C (3.084, 0.116, 1.596)  -0.1698
C (0.005, -2.723, 0.149)  -0.1986
C (-0.973, -2.347, -2.017)  -0.2177
C (-2.759, 1.928, -0.482)  -0.2323
C (3.038, -0.494, -0.730)  -0.2296
C (-0.276, 1.352, 0.908)  -0.4571
C (3.337, -1.800, -0.388)  -0.2011
C (-1.632, 1.465, 1.607)  -0.2340
C (-1.010, -1.985, 0.735)  -0.2299
H (1.115, 2.719, -1.959)  0.2364
H (0.411, 3.855, 0.441)  0.4749
H (2.997, 0.873, 2.361)  0.2153
H (1.050, 0.977, -1.597)  0.2293
H (-2.795, -1.187, -2.014)  0.2405
H (-1.300, 0.834, -1.644)  0.2117
H (2.932, -0.218, -1.769)  0.2205
H (-1.483, 2.540, -2.101)  0.2238
H (3.452, -2.540, -1.166)  0.2151
H (-1.771, 2.493, 1.960)  0.2119
H (-0.963, -2.498, -3.086)  0.2204
H (3.530, -1.459, 2.966)  0.2178
H (-0.068, 0.315, 0.639)  0.2195
H (-1.697, 0.785, 2.457)  0.2343
H (-2.944, 2.972, -0.209)  0.2143
H (3.749, -3.172, 1.202)  0.2169
H (-3.593, 1.557, -1.077)  0.2383
H (0.817, -3.469, -1.684)  0.2163
H (-1.067, -1.847, 1.803)  0.2429
H (0.777, -3.161, 0.762)  0.2243
H (0.504, 1.693, 1.592)  0.2224

Its total charge is 0. The relative energy (zero: lowest compared OMol25 entry of this formula, charge and spin) comes out at 0.5217 eV. As for the SMILES: O=S(=O)(c1ccccc1)N1CCC(O)(CSc2ccccc2)CC1. The value obtained for the HOMO-LUMO gap is 9.34 eV. The highest occupied orbital energy comes out at -8.80 eV. Its energy is -1775.35976 a.u.

Entry 4:
This record from the Open Molecules 2025 dataset describes a cluster of 3 separate species, C3H10O3S in total. The level of theory is the ωB97M-V functional and the def2-TZVPD basis.

Last column: natural (NBO) charge in e.
Atoms and positions in Å:
S (-2.042, 2.035, -1.713)  -0.0415
O (-0.239, -3.116, 2.303)  -0.9138
O (1.706, 2.140, 0.808)  -0.9380
O (1.076, -1.332, -1.048)  -0.5541
C (0.208, -1.185, -0.225)  0.4274
C (-0.725, 0.840, -1.766)  -0.5600
C (-0.652, 0.138, -0.436)  -0.5378
H (0.283, 1.252, -2.024)  0.2437
H (-0.177, 0.758, 0.361)  0.2514
H (0.454, -3.349, 2.879)  0.4680
H (-0.036, -3.574, 1.569)  0.4572
H (-1.743, 3.090, -0.912)  0.1375
H (2.251, 2.715, 1.264)  0.4685
H (0.049, -1.813, 0.645)  0.1470
H (-0.925, 0.121, -2.638)  0.2485
H (-1.650, -0.012, 0.139)  0.2233
H (2.164, 1.292, 0.793)  0.4727

Its total charge is 0. The relative energy (zero: lowest compared OMol25 entry of this formula, charge and spin) comes out at 1.4839 eV. As for the SMILES: O=CCCS.O.O. The value obtained for the HOMO-LUMO gap is 9.27 eV. The highest occupied orbital energy comes out at -8.75 eV. Its energy is -744.14742 a.u.

Entry 5:
This record from the Open Molecules 2025 dataset describes the molecule C4H6O. The level of theory is the ωB97M-V functional and the def2-TZVPD basis.

Last column: natural (NBO) charge in e.
Atoms and positions in Å:
O (0.179, 2.096, 1.238)  -0.5322
C (-0.199, -0.851, -0.442)  -0.3620
C (0.061, 1.082, 0.594)  0.5928
C (-0.418, 0.709, -0.773)  -0.5927
C (0.335, -0.399, 0.928)  -0.5205
H (1.386, -0.640, 1.098)  0.2275
H (0.672, -1.209, -1.034)  0.1773
H (-1.015, -1.537, -0.634)  0.2232
H (-1.125, 1.263, -1.398)  0.2409
H (-0.277, -0.783, 1.739)  0.2430
H (0.407, 0.247, -1.336)  0.3027

Its total charge is 0. The relative energy (zero: lowest compared OMol25 entry of this formula, charge and spin) comes out at 1.9111 eV. As for the SMILES: O=C1CCC1. The value obtained for the HOMO-LUMO gap is 10.36 eV. The highest occupied orbital energy comes out at -9.48 eV. Its energy is -231.15349 a.u.

Entry 6:
This record from the Open Molecules 2025 dataset describes a structure of composition C44H41CoN3O3P2S. The level of theory is the ωB97M-V functional and the def2-TZVPD basis.

Last column: Löwdin charge in e.
Atoms and positions in Å:
Co (0.568, -0.540, -0.118)  0.2402
S (-0.245, 0.578, 1.708)  0.9421
P (-0.952, -2.173, 0.699)  1.1562
P (1.787, 1.416, -0.508)  1.1233
O (-1.145, -0.195, -1.052)  -0.1834
O (-1.391, 0.921, -2.986)  0.0786
O (-1.404, 1.452, 1.593)  -0.3439
N (3.671, -2.045, 2.168)  0.1243
N (2.102, -1.337, 0.821)  -0.0250
N (-3.967, 0.994, -2.904)  0.1075
C (-2.596, -2.736, 0.337)  -0.3224
C (0.182, -3.231, -0.212)  -0.3775
C (0.777, -4.391, 0.286)  -0.0527
C (-0.192, 4.987, -0.744)  -0.0489
C (2.539, -1.343, 2.073)  -0.1224
C (1.232, -3.603, -2.360)  -0.0471
C (-0.087, 4.042, -2.955)  -0.0528
C (-0.836, -0.371, 4.281)  -0.0335
C (-4.945, -2.699, 0.871)  -0.0456
C (-0.594, -0.684, 2.950)  -0.3377
C (4.383, 0.656, -1.239)  -0.0891
C (2.457, 2.734, 3.858)  -0.0159
C (-3.656, -2.264, 1.123)  -0.0750
C (1.327, 1.999, 3.527)  -0.0383
C (1.806, -4.761, -1.866)  -0.0303
C (4.873, 2.965, -2.690)  -0.0364
C (1.182, 1.516, 2.233)  -0.3634
C (-1.181, -1.384, 5.165)  -0.0038
C (3.376, 1.615, -1.362)  -0.3424
C (0.435, 3.862, -0.231)  -0.0632
C (-0.446, 5.080, -2.106)  -0.0477
C (-4.138, -4.036, -0.970)  -0.0389
C (-0.800, -1.985, 2.480)  -0.3424
C (5.860, 1.998, -2.574)  -0.0358
C (2.117, 1.825, 1.239)  -0.3513
C (3.248, 2.551, 1.594)  -0.0286
C (3.998, -2.526, 0.925)  -0.0225
C (1.578, -5.153, -0.547)  -0.0271
C (5.615, 0.845, -1.841)  -0.0496
C (-1.796, 0.500, -1.918)  -0.5468
C (0.792, 2.812, -1.080)  -0.3546
C (3.022, -2.084, 0.098)  -0.1351
C (-3.271, 0.754, -1.586)  -0.1487
C (-5.184, -3.587, -0.174)  -0.0300
C (0.522, 2.908, -2.446)  -0.1279
C (-1.320, -2.693, 4.723)  -0.0086
C (-3.535, 2.067, -0.847)  -0.1030
C (-2.843, -3.608, -0.728)  -0.0512
C (-4.974, 2.401, -1.230)  -0.1301
C (0.411, -2.831, -1.538)  -0.1285
C (3.426, 2.989, 2.900)  -0.0060
C (-5.062, 2.031, -2.710)  -0.0659
C (3.637, 2.781, -2.088)  -0.0657
C (-1.178, -2.986, 3.374)  -0.0420
H (-1.369, -1.142, 6.203)  0.1337
H (-0.455, 5.803, -0.084)  0.1189
H (-0.131, -1.990, -1.970)  0.1054
H (4.311, 3.555, 3.161)  0.1308
H (0.648, 3.820, 0.829)  0.1059
H (-2.034, -3.972, -1.348)  0.1101
H (-4.318, 0.135, -3.322)  0.1881
H (-3.206, 1.333, -3.515)  0.1615
H (6.821, 2.145, -3.049)  0.1234
H (2.573, 3.108, 4.867)  0.1302
H (2.889, 3.554, -2.185)  0.1051
H (-2.843, 2.830, -1.218)  0.1334
H (-6.012, 1.591, -2.999)  0.1349
H (0.808, 2.112, -3.119)  0.1161
H (2.077, -0.882, 2.928)  0.1354
H (0.604, -4.706, 1.308)  0.1172
H (4.193, -2.191, 3.019)  0.1813
H (2.421, -5.377, -2.509)  0.1274
H (-4.330, -4.732, -1.775)  0.1237
H (4.220, -0.236, -0.656)  0.0685
H (-5.218, 3.448, -1.068)  0.1308
H (-6.191, -3.935, -0.362)  0.1253
H (2.018, -6.070, -0.176)  0.1273
H (-4.843, 2.862, -3.375)  0.1381
H (-0.276, 4.117, -4.018)  0.1214
H (6.387, 0.094, -1.738)  0.1173
H (-3.472, -1.578, 1.943)  0.1165
H (-0.918, 5.968, -2.507)  0.1194
H (5.062, 3.871, -3.249)  0.1229
H (4.873, -3.125, 0.745)  0.1429
H (-3.375, 1.969, 0.223)  0.1114
H (-5.763, -2.357, 1.491)  0.1223
H (-3.737, -0.095, -1.086)  0.1580
H (-1.593, -3.475, 5.419)  0.1323
H (2.906, -2.260, -0.957)  0.1140
H (-1.383, -3.987, 3.015)  0.1277
H (1.391, -3.308, -3.390)  0.1288
H (-5.675, 1.800, -0.650)  0.1257
H (3.984, 2.794, 0.839)  0.1215
H (-0.813, 0.649, 4.633)  0.1119
H (0.583, 1.829, 4.287)  0.1003

Its total charge is +3. The value obtained for the HOMO-LUMO gap (spin up / spin down) is 5.81 / 7.03 eV. The highest occupied orbital energy (spin up / spin down) comes out at -15.64 / -15.71 eV. Its energy is -4554.07857 a.u.